This record from OMol25 describes an isolated molecule of C24H20ClF3N2O5 at a distorted geometry. The level of theory is ωB97M-V/def2-TZVPD.

XYZ file:
```
55
Properties=species:S:1:pos:R:3:lowdin_charge:R:1
Cl 10.952 0.982 -0.791 0.682
C 9.274 0.716 -0.496 -0.674
C 7.052 1.577 -0.279 -0.011
C 2.945 0.131 0.544 -0.039
H -6.891 1.531 -2.261 0.126
C 2.730 -2.439 1.005 -0.551
H -5.151 -0.158 -1.558 0.126
O -4.925 -2.188 -0.031 0.114
H -0.740 1.968 1.431 0.103
N -4.958 0.641 0.363 -0.089
C -3.838 -1.914 -0.484 -0.462
H 6.370 2.412 -0.293 0.115
H -5.211 3.376 0.309 0.125
H 4.080 1.975 0.124 0.126
C -6.097 2.798 0.614 -0.188
C 6.573 0.291 -0.022 -0.144
C -3.023 -0.739 -0.115 -0.054
H 7.109 -1.773 0.194 0.121
H 8.765 2.784 -0.712 0.107
C -3.876 -3.922 -1.691 -0.048
H -4.841 -3.704 -2.153 0.097
H -4.046 -4.520 -0.793 0.098
H -5.317 2.251 -1.808 0.130
O -3.202 -2.718 -1.361 -0.051
C -3.607 0.436 0.417 -0.163
C -5.663 1.493 1.293 -0.125
O 1.436 1.814 1.191 0.091
C -1.375 1.218 0.990 0.010
C 1.580 0.701 0.729 -0.406
H -3.148 2.274 1.438 0.106
O 4.745 -1.201 0.475 0.124
C -1.638 -0.873 -0.145 0.052
C -5.744 0.376 -0.818 -0.128
C -6.202 1.710 -1.433 -0.181
F 1.999 -2.919 -0.033 0.128
C 7.473 -0.777 -0.006 -0.006
H -3.229 -4.451 -2.387 0.093
H 0.826 -0.996 -0.118 0.126
C -0.804 0.097 0.387 -0.200
F 1.859 -2.304 2.017 0.160
F 3.587 -3.401 1.338 0.175
C 8.395 1.790 -0.515 -0.095
H 9.509 -1.396 -0.228 0.108
H -6.713 3.402 1.283 0.126
C -2.741 1.378 0.996 0.005
C 8.817 -0.569 -0.241 -0.093
O -6.896 2.517 -0.513 -0.130
H -1.217 -1.776 -0.563 0.126
N 0.580 -0.120 0.319 0.148
H -6.612 -0.236 -0.550 0.133
C 4.091 0.915 0.267 0.081
C 3.413 -1.158 0.668 -0.098
C 5.164 0.059 0.227 -0.183
H -5.053 1.688 2.172 0.122
H -6.566 0.954 1.607 0.135
```

The energy above the lowest of the compared OMol25 structures with the same formula, charge and spin is 0.0 kJ/mol. The LUMO energy is -0.055 eV. As for the structure (SMILES): COC(=O)c1cc(NC(=O)c2cc(-c3ccc(Cl)cc3)oc2C(F)(F)F)ccc1N1CCOCC1.

***

This record from OMol25 describes a structure of composition C24H20ClNOPTc at a distorted geometry. The level of theory is ωB97M-V/def2-TZVPD.

XYZ file:
```
49
Properties=species:S:1:pos:R:3:lowdin_charge:R:1
C 3.641 1.489 -0.220 -0.088
C -0.081 -2.675 -4.017 -0.075
H -3.903 2.861 -1.398 0.154
C -0.739 3.758 -0.484 -0.154
C 0.158 -3.368 0.824 -0.078
C 0.030 -2.033 1.249 -0.394
H -0.461 -2.585 4.597 0.109
H 0.400 3.731 -0.402 0.151
C -0.209 -1.758 2.617 -0.118
C 2.305 1.086 -0.289 -0.132
H -2.051 -1.425 -1.508 0.093
C -1.241 -2.338 -3.301 -0.083
C -0.290 -2.807 3.538 -0.081
H -0.227 -4.958 3.837 0.111
P 0.117 -0.561 0.135 1.045
C 1.907 -0.143 0.288 -0.402
C -0.156 -4.138 3.113 -0.073
C 0.124 -1.408 -1.508 -0.397
H 3.944 2.433 -0.685 0.106
C -1.584 2.909 -1.230 -0.181
C 1.285 -1.741 -2.230 -0.081
C 1.179 -2.372 -3.479 -0.070
H -1.243 5.260 1.136 0.121
H 2.563 -1.884 1.417 0.108
H -3.952 4.905 0.112 0.153
H 2.275 -1.515 -1.821 0.106
O -4.683 5.942 2.093 0.109
H -0.158 -3.169 -4.993 0.111
C -1.148 -1.699 -2.061 -0.117
H -1.290 2.181 -2.036 0.154
H -2.227 -2.574 -3.715 0.108
C -2.970 3.267 -0.945 -0.189
C 4.194 -0.516 1.029 -0.065
C 2.857 -0.936 0.957 -0.074
H 2.088 -2.626 -4.033 0.111
N -3.423 3.807 1.982 -0.020
H 5.636 1.017 0.498 0.111
H -0.326 -0.722 2.946 0.091
Tc -2.087 2.665 0.869 1.218
C -4.002 4.894 1.838 -0.402
C 0.065 -4.413 1.756 -0.069
C -2.927 4.406 -0.086 -0.204
C -1.547 4.708 0.281 -0.096
H 4.927 -1.139 1.551 0.112
H 0.336 -3.598 -0.231 0.106
Cl -3.424 0.826 0.953 0.045
H 0.165 -5.449 1.415 0.111
H 1.564 1.710 -0.799 0.071
C 4.591 0.693 0.440 -0.073
```

Its spin multiplicity is 4. As for the total charge: +1. The LUMO energy (spin up / spin down) is -5.602 / -6.411 eV.

***

This record from OMol25 describes a structure of composition C24H20ClNPSTi at a distorted geometry. The level of theory is ωB97M-V/def2-TZVPD.

XYZ file:
```
49
Properties=species:S:1:pos:R:3:lowdin_charge:R:1
C -0.474 -1.273 -1.641 -0.180
C 5.658 3.212 -1.541 -0.056
H 3.803 -5.037 -1.769 0.117
H 6.281 -1.363 4.759 0.117
C 5.387 1.438 0.084 -0.068
H 1.561 -1.053 -2.655 0.134
C 4.547 -0.424 3.856 -0.061
H 7.016 2.860 0.108 0.116
C 4.527 2.750 -2.220 -0.060
H 5.677 -2.146 0.578 0.103
C 5.688 -1.237 3.846 -0.057
H 4.181 3.251 -3.128 0.116
H 3.041 1.207 -2.341 0.077
C 0.762 -0.601 -2.065 -0.200
C 4.194 -4.015 -1.808 -0.058
C 3.559 -2.998 -1.096 -0.119
C 4.225 0.998 -0.565 -0.351
H 5.756 0.919 0.963 0.105
C 4.195 -0.860 1.495 -0.374
C 5.866 -2.430 -2.568 -0.051
S -1.098 0.736 1.417 0.675
C 3.807 -0.238 2.688 -0.106
H 6.783 -2.209 -3.124 0.117
H 6.209 4.078 -1.923 0.117
C 4.050 -1.688 -1.116 -0.370
H -1.152 1.970 -1.096 0.119
C 5.340 -1.670 1.493 -0.072
N -3.899 0.612 0.769 0.116
C 6.104 2.538 -0.396 -0.048
Cl 0.750 -2.532 1.021 0.223
H 5.652 -0.428 -1.847 0.104
H 2.929 0.399 2.679 0.099
P 3.196 -0.456 -0.015 1.081
H 2.681 -3.205 -0.498 0.034
H 4.245 0.084 4.776 0.115
H -2.463 -0.411 -1.273 0.119
H 5.869 -4.539 -3.083 0.117
H 1.284 1.594 -2.021 0.102
C -1.407 -0.251 -1.340 -0.108
C 0.586 0.812 -1.785 -0.154
C 5.351 -3.735 -2.546 -0.058
C -2.710 0.645 0.937 -0.745
H -0.627 -2.354 -1.596 0.127
C 3.852 1.623 -1.759 -0.124
C -0.738 1.014 -1.328 -0.143
Ti 0.625 -0.515 0.070 0.426
H 6.983 -2.492 2.639 0.117
C 5.218 -1.422 -1.848 -0.078
C 6.086 -1.868 2.659 -0.049
```

As for the total charge: +1. The LUMO energy is -5.453 eV.